Arrangement i

{"formula": "C5H14O", "method": "ωB97M-V/def2-TZVPD", "elements": ["C", "C", "C", "C", "C", "H", "H", "H", "H", "H", "H", "H", "H", "H", "H", "H", "H", "O", "H", "H"], "xyz": [[-0.134, -1.573, 2.435], [-0.013, -1.890, 0.938], [-0.891, -1.012, 0.004], [-0.324, -0.868, -1.411], [-1.198, 0.029, -2.312], [-0.806, -0.772, 2.664], [0.873, -1.400, 2.773], [-0.403, -2.497, 2.942], [-0.297, -2.924, 0.717], [1.005, -1.881, 0.547], [-1.791, -1.623, -0.118], [-1.244, -0.098, 0.484], [0.705, -0.514, -1.326], [-0.266, -1.894, -1.759], [-0.620, 0.916, -2.584], [-1.414, -0.447, -3.249], [-2.160, 0.068, -1.812], [3.319, 5.873, 0.404], [3.211, 6.655, -0.164], [2.446, 5.855, 0.827]], "nbo_charge": [-0.62, -0.40, -0.39, -0.39, -0.62, 0.21, 0.21, 0.21, 0.19, 0.19, 0.19, 0.19, 0.19, 0.19, 0.22, 0.21, 0.21, -0.93, 0.46, 0.46], "lumo_ev": 1.0097, "homo_lumo_gap_ev": 11.75, "homo_energy_ha": -0.3947}

Arrangement ii

{"formula": "C5H14O", "method": "ωB97M-V/def2-TZVPD", "elements": ["C", "C", "C", "C", "C", "H", "H", "H", "H", "H", "H", "H", "H", "H", "H", "H", "H", "O", "H", "H"], "xyz": [[0.113, -1.413, -2.496], [0.485, -1.455, -1.035], [-0.176, -0.409, -0.216], [-0.252, -0.725, 1.261], [0.448, 1.002, -0.347], [0.803, -0.747, -3.042], [-0.906, -0.997, -2.567], [0.123, -2.404, -2.981], [-0.067, -2.294, -0.571], [1.562, -1.603, -0.824], [-1.226, -0.339, -0.563], [0.737, -0.893, 1.721], [-0.857, -1.639, 1.384], [-0.752, 0.101, 1.793], [0.942, 1.221, -1.309], [1.189, 1.108, 0.462], [-0.355, 1.741, -0.188], [-0.448, 3.588, 3.027], [-0.273, 2.667, 2.726], [-1.093, 3.489, 3.764]], "nbo_charge": [-0.61, -0.40, -0.21, -0.60, -0.62, 0.20, 0.20, 0.21, 0.19, 0.21, 0.19, 0.20, 0.21, 0.20, 0.21, 0.20, 0.21, -0.94, 0.47, 0.47], "lumo_ev": 0.8112, "homo_lumo_gap_ev": 11.57, "homo_energy_ha": -0.3953}

Most stable one: arrangement ii, least stable one: arrangement i.

Arrangement i

{"formula": "C5H14O", "method": "ωB97M-V/def2-TZVPD", "elements": ["C", "C", "C", "H", "H", "H", "H", "H", "H", "H", "H", "C", "C", "O", "H", "H", "H", "H", "H", "H"], "xyz": [[-1.612, -0.279, -0.711], [-1.332, -1.776, -0.664], [0.132, -2.186, -0.889], [-0.965, 0.354, -0.115], [-1.744, 0.055, -1.742], [-2.587, -0.098, -0.279], [-1.970, -2.316, -1.357], [-1.586, -2.111, 0.340], [0.130, -3.276, -0.960], [0.704, -2.011, 0.022], [0.615, -1.648, -1.696], [0.624, 1.585, 1.615], [1.132, 1.570, 0.176], [2.521, 1.866, 0.137], [0.761, 2.583, 2.042], [1.298, 0.975, 2.232], [-0.364, 1.175, 1.771], [0.999, 0.606, -0.290], [0.553, 2.327, -0.367], [2.692, 2.607, 0.735]], "nbo_charge": [-0.61, -0.39, -0.61, 0.20, 0.21, 0.21, 0.20, 0.19, 0.21, 0.20, 0.21, -0.64, -0.06, -0.71, 0.20, 0.21, 0.22, 0.18, 0.15, 0.46], "lumo_ev": 0.9604, "homo_lumo_gap_ev": 11.29, "homo_energy_ha": -0.3796}

Arrangement ii

{"formula": "C5H14O", "method": "ωB97M-V/def2-TZVPD", "elements": ["C", "C", "C", "H", "H", "H", "H", "H", "H", "H", "H", "C", "C", "O", "H", "H", "H", "H", "H", "H"], "xyz": [[-1.091, -2.272, -0.513], [-2.185, -1.499, 0.193], [-1.794, -0.010, 0.420], [-0.586, -1.800, -1.351], [-1.468, -3.232, -0.872], [-0.312, -2.490, 0.223], [-3.127, -1.420, -0.356], [-2.527, -1.928, 1.134], [-2.335, 0.628, -0.279], [-1.762, 0.310, 1.455], [-0.789, 0.138, 0.003], [2.311, 2.333, -0.399], [2.008, 0.862, -0.066], [1.571, 0.941, 1.308], [2.597, 2.358, -1.459], [3.191, 2.710, 0.115], [1.438, 2.941, -0.188], [1.214, 0.502, -0.712], [2.960, 0.340, -0.068], [0.687, 0.588, 1.412]], "nbo_charge": [-0.61, -0.41, -0.62, 0.21, 0.21, 0.21, 0.20, 0.20, 0.22, 0.21, 0.18, -0.62, -0.07, -0.74, 0.19, 0.21, 0.21, 0.17, 0.17, 0.47], "lumo_ev": 0.9659, "homo_lumo_gap_ev": 11.01, "homo_energy_ha": -0.3693}

Arrangement iii

{"formula": "C5H14O", "method": "ωB97M-V/def2-TZVPD", "elements": ["C", "C", "C", "C", "C", "H", "H", "H", "H", "H", "H", "H", "H", "H", "H", "H", "H", "O", "H", "H"], "xyz": [[1.223, -0.889, 1.089], [0.543, 0.401, 0.580], [1.101, 0.772, -0.860], [0.486, 2.151, -1.199], [0.856, -0.329, -1.871], [1.247, -1.676, 0.336], [2.280, -0.813, 1.359], [0.649, -1.254, 1.939], [-0.522, 0.196, 0.466], [0.807, 1.261, 1.189], [2.163, 0.929, -0.620], [0.975, 2.429, -2.134], [0.426, 2.785, -0.328], [-0.582, 2.099, -1.484], [1.441, -1.225, -1.714], [1.001, 0.060, -2.881], [-0.207, -0.575, -1.757], [-5.011, -2.073, 2.728], [-4.502, -1.503, 2.157], [-4.373, -2.746, 3.005]], "nbo_charge": [-0.62, -0.39, -0.20, -0.62, -0.62, 0.20, 0.21, 0.21, 0.19, 0.20, 0.19, 0.21, 0.22, 0.20, 0.21, 0.21, 0.20, -0.93, 0.47, 0.47], "lumo_ev": 0.6195, "homo_lumo_gap_ev": 11.11, "homo_energy_ha": -0.3854}

Most stable one: arrangement iii, least stable one: arrangement ii.

Arrangement i

{"formula": "C5H14O", "method": "ωB97M-V/def2-TZVPD", "elements": ["C", "C", "C", "O", "H", "H", "H", "H", "H", "H", "H", "H", "C", "C", "H", "H", "H", "H", "H", "H"], "xyz": [[1.627, -1.164, 1.814], [0.300, -0.996, 1.094], [-0.541, -2.233, 0.619], [-0.622, -0.374, 2.029], [1.977, -2.206, 1.762], [1.567, -0.971, 2.878], [2.374, -0.550, 1.298], [0.389, -0.417, 0.185], [-0.947, -2.648, 1.544], [-1.181, -1.820, -0.165], [0.088, -2.949, 0.075], [-0.492, 0.568, 1.933], [-0.839, 1.328, -1.450], [-0.317, 2.505, -2.278], [-0.093, 1.114, -0.689], [-1.800, 1.612, -1.027], [-0.947, 0.487, -2.133], [-0.893, 3.431, -2.173], [-0.304, 2.341, -3.347], [0.655, 2.942, -1.965]], "nbo_charge": [-0.65, 0.09, -0.62, -0.73, 0.21, 0.23, 0.21, 0.16, 0.22, 0.21, 0.20, 0.46, -0.62, -0.62, 0.20, 0.22, 0.21, 0.20, 0.21, 0.20], "lumo_ev": 0.8633, "homo_lumo_gap_ev": 11.12, "homo_energy_ha": -0.3769}

Arrangement ii

{"formula": "C5H14O", "method": "ωB97M-V/def2-TZVPD", "elements": ["C", "C", "C", "O", "H", "H", "H", "H", "H", "H", "H", "H", "C", "C", "H", "H", "H", "H", "H", "H"], "xyz": [[-0.803, -0.285, 0.849], [-0.588, 1.120, 1.385], [-0.775, 1.200, 2.886], [0.707, 1.614, 1.021], [0.058, -0.898, 1.075], [-1.005, -0.264, -0.223], [-1.659, -0.753, 1.322], [-1.272, 1.821, 0.912], [-0.059, 0.597, 3.448], [-0.625, 2.222, 3.249], [-1.769, 0.930, 3.224], [1.348, 0.896, 1.135], [1.340, -1.382, -2.197], [0.231, -0.677, -2.953], [2.138, -0.687, -2.008], [1.106, -1.736, -1.180], [1.766, -2.292, -2.586], [-0.147, 0.157, -2.358], [0.679, -0.316, -3.875], [-0.671, -1.268, -3.127]], "nbo_charge": [-0.63, 0.09, -0.63, -0.72, 0.20, 0.22, 0.21, 0.17, 0.20, 0.22, 0.21, 0.46, -0.61, -0.61, 0.20, 0.20, 0.21, 0.21, 0.21, 0.20], "lumo_ev": 0.9986, "homo_lumo_gap_ev": 11.30, "homo_energy_ha": -0.3785}

Arrangement iii

{"formula": "C5H14O", "method": "ωB97M-V/def2-TZVPD", "elements": ["C", "C", "C", "O", "H", "H", "H", "H", "H", "H", "H", "H", "C", "C", "H", "H", "H", "H", "H", "H"], "xyz": [[-0.393, -0.023, 0.240], [-1.503, 0.485, 1.105], [-1.584, 1.993, 0.895], [-2.631, -0.167, 0.665], [-0.640, -0.079, -0.851], [-0.075, -1.020, 0.647], [0.366, 0.652, -0.053], [-1.286, 0.153, 2.257], [-2.317, 2.286, 1.634], [-0.619, 2.471, 1.146], [-2.035, 2.260, -0.048], [-3.212, 0.276, -0.035], [3.039, -0.389, -1.238], [2.700, -1.867, -1.365], [3.709, -0.001, -2.062], [2.085, 0.168, -1.060], [3.577, -0.420, -0.302], [3.538, -2.603, -1.158], [1.881, -2.035, -0.817], [2.526, -1.964, -2.441]], "nbo_charge": [-0.65, 0.11, -0.64, -0.74, 0.21, 0.22, 0.21, 0.17, 0.21, 0.22, 0.20, 0.48, -0.61, -0.59, 0.21, 0.20, 0.20, 0.20, 0.20, 0.20], "lumo_ev": 0.9755, "homo_lumo_gap_ev": 10.96, "homo_energy_ha": -0.3669}

Most stable one: arrangement ii, least stable one: arrangement iii.

Arrangement i

{"formula": "C5H14O", "method": "ωB97M-V/def2-TZVPD", "elements": ["C", "C", "C", "O", "H", "H", "H", "H", "H", "H", "H", "H", "C", "C", "H", "H", "H", "H", "H", "H"], "xyz": [[1.746, -1.015, -0.553], [1.737, -0.370, 0.827], [0.384, -0.557, 1.471], [2.793, -1.035, 1.539], [1.822, -2.072, -0.560], [2.569, -0.648, -1.179], [0.881, -0.770, -1.184], [2.020, 0.676, 0.691], [0.211, 0.102, 2.310], [-0.443, -0.417, 0.784], [0.119, -1.570, 1.777], [2.465, -1.400, 2.361], [-2.039, 1.430, -0.298], [-2.028, 0.785, -1.684], [-3.064, 1.687, -0.051], [-1.513, 0.791, 0.391], [-1.552, 2.412, -0.308], [-1.376, -0.071, -1.800], [-1.730, 1.527, -2.424], [-3.001, 0.515, -2.109]], "nbo_charge": [-0.62, 0.09, -0.65, -0.73, 0.21, 0.21, 0.20, 0.17, 0.21, 0.22, 0.21, 0.47, -0.62, -0.62, 0.21, 0.20, 0.21, 0.20, 0.21, 0.21], "lumo_ev": 1.0192, "homo_lumo_gap_ev": 11.26, "homo_energy_ha": -0.3765}

Arrangement ii

{"formula": "C5H14O", "method": "ωB97M-V/def2-TZVPD", "elements": ["C", "C", "C", "C", "C", "H", "H", "H", "H", "H", "H", "H", "H", "H", "H", "H", "H", "O", "H", "H"], "xyz": [[0.000, 0.000, 0.000], [-0.460, 0.130, -1.510], [-1.223, 1.437, -1.743], [0.718, -0.041, -2.382], [-1.349, -1.123, -1.801], [0.659, -0.851, 0.241], [-0.918, -0.084, 0.605], [0.518, 0.934, 0.275], [-2.003, 1.655, -0.994], [-1.701, 1.357, -2.734], [-0.510, 2.278, -1.764], [0.469, -0.008, -3.456], [1.175, -1.019, -2.155], [1.456, 0.750, -2.168], [-0.849, -2.009, -1.375], [-1.509, -1.293, -2.879], [-2.332, -1.006, -1.314], [-4.484, 2.453, -1.111], [-3.800, 3.158, -1.167], [-4.557, 2.104, -2.028]], "nbo_charge": [-0.61, -0.05, -0.62, -0.60, -0.61, 0.21, 0.21, 0.20, 0.22, 0.20, 0.21, 0.21, 0.21, 0.20, 0.21, 0.20, 0.21, -0.94, 0.47, 0.47], "lumo_ev": 0.7030, "homo_lumo_gap_ev": 11.60, "homo_energy_ha": -0.4004}

Most stable one: arrangement ii, least stable one: arrangement i.